(1)
This record from the OMol25 dataset describes a single C2H6N2O2 molecule. The level of theory is the ωB97M-V functional and the def2-TZVPD basis.

Values from the calculation:
Total energy: -339.67116 Ha
Orbital gap: 7.34 eV
Structure (SMILES): N/C=C(\O)NO
Energy relative to the best compared isomer or geometry (same formula, charge and spin): 101.3 kcal/mol
Max |F|: 0.061 Eh/bohr
2S+1: 1
Molecular weight: 90.082 u

```
12
Properties=species:S:1:pos:R:3:lowdin_charge:R:1
N -2.006 -0.246 -0.047 -0.01
C -0.836 0.446 0.263 -0.21
C 0.407 -0.102 0.232 -0.41
O 0.624 -1.400 -0.154 0.06
N 1.477 0.737 0.250 -0.06
O 2.679 0.331 -0.344 -0.02
H -1.964 -0.682 -0.966 0.08
H -2.837 0.337 0.033 0.08
H -1.015 1.351 0.840 0.11
H -0.232 -1.845 -0.016 0.11
H 1.044 1.711 0.147 0.18
H 2.660 -0.641 -0.237 0.10
```

=====

(2)
This record from the OMol25 dataset describes C2H6N2O2 as an isolated structure. The level of theory is the ωB97M-V functional and the def2-TZVPD basis.

Values from the calculation:
Total energy: -339.57548 Ha
Orbital gap: 8.32 eV
Energy relative to the best compared isomer or geometry (same formula, charge and spin): 161.4 kcal/mol
Max |F|: 0.063 Eh/bohr
2S+1: 1
Molecular weight: 90.082 u

```
12
Properties=species:S:1:pos:R:3:lowdin_charge:R:1
C 0.597 1.185 -0.044 -0.15
C -0.853 -0.157 1.243 -0.05
N 0.958 1.685 -1.177 -0.13
N -0.516 -1.854 0.421 0.08
O 2.111 2.088 -1.552 -0.14
O -0.626 0.672 0.115 -0.17
H 1.323 1.030 0.640 0.11
H -1.951 -0.391 1.220 0.03
H 0.300 1.884 -1.862 0.14
H 0.289 -2.306 0.865 0.10
H -0.239 -1.488 -0.484 0.09
H -1.392 -2.348 0.614 0.10
```

=====

(3)
This record from the OMol25 dataset describes a 2-piece molecular cluster, C2H6N2O2 overall. The level of theory is the ωB97M-V functional and the def2-TZVPD basis.

Values from the calculation:
Total energy: -339.66681 Ha
Orbital gap: 10.13 eV
Structure (SMILES): CNN=O.C=O
Energy relative to the best compared isomer or geometry (same formula, charge and spin): 104.1 kcal/mol
Max |F|: 0.091 Eh/bohr
2S+1: 1
Molecular weight: 90.082 u

```
12
Properties=species:S:1:pos:R:3:lowdin_charge:R:1
C 1.184 -1.564 0.105 -0.08
N 0.809 -0.235 -0.162 -0.09
N 0.952 0.816 0.607 -0.11
O 1.359 0.611 1.733 -0.07
H 0.373 -2.164 -0.002 0.04
H 1.479 -1.506 1.209 0.10
H 2.035 -2.017 -0.494 0.11
H 0.640 -0.097 -1.127 0.11
C -2.226 1.551 -0.418 -0.13
O -1.783 0.791 -1.219 -0.01
H -1.546 2.230 -0.037 0.05
H -3.275 1.584 -0.195 0.08
```

=====

(4)
This record from the OMol25 dataset describes a single C2H6N2O2 molecule. The level of theory is the ωB97M-V functional and the def2-TZVPD basis.

Values from the calculation:
Total energy: -339.66596 Ha
Orbital gap: 9.61 eV
Structure (SMILES): C/C(=N/O)NO
Energy relative to the best compared isomer or geometry (same formula, charge and spin): 104.6 kcal/mol
Max |F|: 0.077 Eh/bohr
2S+1: 1
Molecular weight: 90.082 u

```
12
Properties=species:S:1:pos:R:3:lowdin_charge:R:1
C 0.523 1.508 -0.010 -0.05
C -0.219 0.278 -0.097 -0.42
N -1.451 0.274 0.171 0.01
O -2.024 -0.957 0.009 -0.08
N 0.390 -1.029 -0.301 -0.04
O 1.628 -1.160 0.301 -0.08
H 1.351 1.422 -0.756 0.09
H 1.033 1.588 1.019 0.11
H -0.254 2.354 -0.198 0.12
H -2.977 -0.928 0.200 0.11
H -0.202 -1.722 0.077 0.09
H 2.202 -1.630 -0.416 0.15
```

=====

(5)
This record from the OMol25 dataset describes a single C2H6N2O2 molecule. The level of theory is the ωB97M-V functional and the def2-TZVPD basis.

Values from the calculation:
Total energy: -339.66247 Ha
Orbital gap: 9.66 eV
Structure (SMILES): [H]/N=C(/CO)NO
Energy relative to the best compared isomer or geometry (same formula, charge and spin): 106.8 kcal/mol
Max |F|: 0.164 Eh/bohr
2S+1: 1
Molecular weight: 90.082 u

```
12
Properties=species:S:1:pos:R:3:lowdin_charge:R:1
H 0.817 0.369 -2.512 0.11
N 0.355 0.994 -1.700 0.13
C 0.147 0.391 -0.599 -0.43
C -0.138 1.009 0.684 -0.19
O -1.397 0.609 1.209 -0.03
N 0.531 -0.980 -0.495 -0.08
O -0.328 -1.484 0.366 -0.14
H 0.650 0.676 1.288 0.11
H -0.146 2.044 0.449 0.12
H -1.247 -0.309 1.327 0.02
H 0.525 -1.555 -1.339 0.14
H 0.232 -1.763 1.323 0.24
```

=====

(6)
This record from the OMol25 dataset describes a single C2H6N2O2 molecule. The level of theory is the ωB97M-V functional and the def2-TZVPD basis.

Values from the calculation:
Total energy: -339.59807 Ha
Orbital gap: 9.95 eV
Structure (SMILES): NN[C@H]1COO1
Energy relative to the best compared isomer or geometry (same formula, charge and spin): 147.2 kcal/mol
Max |F|: 0.073 Eh/bohr
2S+1: 1
Molecular weight: 90.082 u

```
12
Properties=species:S:1:pos:R:3:lowdin_charge:R:1
N 2.030 -0.755 0.036 0.04
N 0.903 0.029 -0.434 -0.08
C -0.114 0.235 0.464 -0.18
C -1.409 1.044 0.137 -0.14
O -2.048 -0.076 -0.453 -0.16
O -1.231 -1.060 0.240 -0.14
H 1.721 -1.729 -0.086 0.09
H 2.776 -0.708 -0.602 0.05
H 0.519 -0.195 -1.349 0.14
H 0.057 0.100 1.481 0.11
H -1.912 1.296 1.168 0.15
H -1.292 1.819 -0.602 0.11
```

=====

(7)
This record from the OMol25 dataset describes a single C2H6N2O2 molecule. The level of theory is the ωB97M-V functional and the def2-TZVPD basis.

Values from the calculation:
Total energy: -339.64293 Ha
Orbital gap: 9.40 eV
Structure (SMILES): CCN(O)N=O
Energy relative to the best compared isomer or geometry (same formula, charge and spin): 119.1 kcal/mol
Max |F|: 0.069 Eh/bohr
2S+1: 1
Molecular weight: 90.082 u

```
12
Properties=species:S:1:pos:R:3:lowdin_charge:R:1
C -1.173 -0.564 -1.040 -0.10
C 0.202 -0.527 -0.383 -0.27
N 0.448 0.704 0.341 -0.18
O 1.888 0.764 0.505 -0.03
N -0.173 0.459 1.631 0.00
O 0.219 1.250 2.472 0.01
H -1.277 0.241 -1.775 0.07
H -1.316 -1.519 -1.558 0.07
H -1.977 -0.469 -0.304 0.07
H 0.975 -0.719 -1.138 0.12
H 0.191 -1.309 0.464 0.13
H 1.992 1.690 0.785 0.10
```

=====

(8)
This record from the OMol25 dataset describes a single C2H6N2O2 molecule. The level of theory is the ωB97M-V functional and the def2-TZVPD basis.

Values from the calculation:
Total energy: -339.62708 Ha
Orbital gap: 10.07 eV
Structure (SMILES): C/C(=N\O)NO
Energy relative to the best compared isomer or geometry (same formula, charge and spin): 129.0 kcal/mol
Max |F|: 0.117 Eh/bohr
2S+1: 1
Molecular weight: 90.082 u

```
12
Properties=species:S:1:pos:R:3:lowdin_charge:R:1
C 0.091 1.303 0.043 -0.06
C 0.094 -0.097 0.165 -0.47
N 1.022 -1.015 -0.023 0.02
O 2.341 -0.438 0.008 -0.14
N -1.104 -0.572 0.651 -0.04
O -2.222 -0.565 -0.286 -0.08
H 0.447 1.986 0.899 0.13
H 0.376 1.893 -0.890 0.11
H -0.931 1.569 -0.016 0.06
H 2.807 -1.354 -0.437 0.19
H -1.016 -1.608 0.959 0.16
H -1.905 -1.102 -1.073 0.12
```

=====

Q: Which value of orbital gap does entry 1 give?
A: 7.34 eV

=====

Q: Number 6 is which compound?
A: C2H6N2O2